1.
{"formula": "C29H20BrNO3PPbS5", "method": "the ωB97M-V functional and the def2-TZVPD basis", "species": ["Pb", "O", "N", "C", "C", "C", "C", "C", "C", "C", "P", "C", "C", "C", "C", "C", "C", "C", "C", "C", "C", "C", "C", "H", "H", "H", "H", "H", "H", "H", "H", "H", "H", "H", "H", "H", "H", "H", "H", "S", "C", "S", "C", "C", "S", "S", "S", "Br", "C", "C", "C", "C", "C", "C", "C", "O", "O", "H", "H", "H", "H"], "positions_angstrom": [[1.378, -0.794, 1.487], [2.507, 2.227, -1.179], [1.364, 2.677, -0.612], [1.212, 3.939, -0.534], [0.024, 4.435, 0.106], [-0.280, 5.794, 0.107], [-1.431, 6.247, 0.719], [-2.276, 5.347, 1.353], [-1.973, 3.998, 1.373], [-0.827, 3.521, 0.747], [-0.356, 1.751, 0.683], [-1.663, 1.115, 1.840], [-2.658, 0.201, 1.521], [-3.451, -0.343, 2.518], [-3.271, 0.029, 3.839], [-2.287, 0.949, 4.169], [-1.475, 1.466, 3.179], [-1.103, 1.342, -0.941], [-0.439, 0.505, -1.829], [-1.033, 0.153, -3.028], [-2.294, 0.626, -3.348], [-2.953, 1.471, -2.471], [-2.360, 1.835, -1.276], [2.581, 1.243, -0.966], [1.947, 4.641, -0.921], [0.390, 6.483, -0.387], [-1.678, 7.299, 0.707], [-3.181, 5.696, 1.832], [-2.640, 3.316, 1.881], [-2.804, -0.092, 0.492], [-4.210, -1.066, 2.259], [-3.889, -0.401, 4.615], [-2.156, 1.252, 5.199], [-0.687, 2.169, 3.428], [0.538, 0.126, -1.568], [-0.516, -0.500, -3.717], [-2.763, 0.338, -4.278], [-3.938, 1.841, -2.716], [-2.880, 2.499, -0.599], [-0.394, -7.779, -0.561], [-0.049, -6.273, -0.021], [1.331, -5.898, 0.972], [1.073, -4.164, 1.066], [-0.030, -3.693, 0.442], [-0.576, -2.043, 0.348], [-1.023, -4.879, -0.386], [2.263, -3.238, 1.917], [6.107, -2.659, 0.119], [4.539, -3.295, -0.735], [4.400, -4.661, -0.912], [3.272, -5.148, -1.550], [2.295, -4.274, -2.001], [2.427, -2.917, -1.779], [3.551, -2.409, -1.137], [3.671, -0.919, -0.932], [4.699, -0.334, -1.203], [2.596, -0.326, -0.516], [5.161, -5.331, -0.539], [3.146, -6.213, -1.681], [1.419, -4.651, -2.508], [1.653, -2.230, -2.089]], "e_above_lowest_kcal_mol": 9.6, "lumo_ev": 2.290, "orbital_gap_ev": 6.833, "total_charge": -1}


2.
{"formula": "C15H22N2OPY", "method": "the ωB97M-V functional and the def2-TZVPD basis", "species": ["C", "C", "C", "C", "C", "Y", "P", "H", "H", "H", "H", "H", "H", "H", "H", "C", "C", "N", "C", "C", "C", "O", "C", "C", "C", "C", "N", "C", "H", "H", "H", "H", "H", "H", "H", "H", "H", "H", "H", "H", "H", "H"], "positions_angstrom": [[-0.344, 0.397, -0.828], [-1.322, 1.414, -0.994], [-0.630, 2.656, -1.170], [0.770, 2.381, -1.095], [0.952, 0.970, -1.041], [1.115, -0.539, 2.980], [0.299, -2.918, 1.780], [-0.539, -0.644, -0.685], [-2.414, 1.278, -1.042], [-1.098, 3.652, -1.277], [1.893, 0.413, -1.068], [1.564, 3.131, -1.143], [1.259, -3.444, 0.800], [-0.821, -2.779, 0.886], [-0.110, -4.146, 2.389], [2.435, 0.535, 7.422], [1.076, 1.210, 7.406], [0.154, 0.667, 6.317], [-0.116, -0.781, 6.486], [-0.666, -1.159, 7.884], [0.442, 0.977, 4.979], [1.687, 1.180, 4.507], [-0.706, 0.954, 3.951], [-2.049, 0.523, 4.193], [-2.811, 0.215, 3.031], [-2.074, -0.211, 1.922], [-0.768, 0.079, 1.812], [-0.339, 1.135, 2.613], [2.346, -0.552, 7.682], [3.021, 1.082, 8.176], [2.954, 0.684, 6.464], [0.485, 1.084, 8.339], [1.141, 2.310, 7.273], [-0.829, -1.124, 5.699], [0.857, -1.315, 6.316], [-1.575, -0.595, 8.156], [-0.980, -2.213, 7.853], [0.083, -1.035, 8.687], [-2.433, 0.554, 5.181], [-3.904, 0.358, 2.973], [-2.468, -0.871, 1.141], [0.356, 1.895, 2.224]], "e_above_lowest_kcal_mol": 80.1, "lumo_ev": [-1.404, -1.401], "orbital_gap_ev": [3.841, 3.858], "total_charge": 0}


3.
{"formula": "C10H5Cl2LaNO3Sc", "method": "the ωB97M-V functional and the def2-TZVPD basis", "species": ["Sc", "La", "Cl", "Cl", "C", "C", "C", "O", "O", "O", "N", "C", "C", "C", "C", "C", "C", "C", "H", "H", "H", "H", "H"], "positions_angstrom": [[2.843, -6.328, -1.981], [1.362, -1.351, -0.474], [3.238, -3.995, -1.890], [-0.060, -3.241, -1.414], [0.435, 0.187, -1.987], [4.508, -7.788, -2.074], [3.112, -6.997, -3.957], [-0.181, 0.953, -2.609], [5.263, -8.650, -2.338], [3.572, -7.395, -4.940], [-0.092, 0.348, 0.603], [-0.679, 1.340, 0.922], [-1.366, 2.516, 1.401], [-0.714, 3.775, 1.438], [-1.325, 4.899, 1.983], [-2.622, 4.837, 2.449], [-3.322, 3.646, 2.385], [-2.725, 2.512, 1.845], [0.297, 3.897, 1.062], [-0.786, 5.842, 2.056], [-3.042, 5.705, 2.933], [-4.343, 3.656, 2.779], [-3.373, 1.631, 1.810]], "e_above_lowest_kcal_mol": 10.1, "lumo_ev": [-14.228, -16.354], "orbital_gap_ev": [7.963, 3.018], "total_charge": 4}


4.
{"formula": "C4H4O2S", "method": "the ωB97M-V functional and the def2-TZVPD basis", "species": ["O", "C", "C", "C", "O", "C", "S", "H", "H", "H", "H"], "positions_angstrom": [[1.875, -0.499, 0.076], [0.553, -0.147, -0.134], [-0.389, -0.846, -0.962], [-1.553, -0.308, -0.629], [-1.432, 0.785, 0.244], [-0.128, 0.830, 0.575], [0.388, 2.177, 1.677], [1.838, -1.696, 0.075], [-0.250, -1.685, -1.653], [-2.553, -0.385, -0.881], [1.651, 1.773, 1.610]], "e_above_lowest_kcal_mol": 55.9, "lumo_ev": 0.314, "orbital_gap_ev": 8.222, "total_charge": 0, "smiles": "Oc1ccoc1S"}